No. 1
ORCA calculation (wB97M-V/def2-TZVPD) on C62H52Br6N10O20 as an isolated structure in a non-equilibrium geometry.

XYZ file:
```
150
Properties=species:S:1:pos:R:3
C 0.760 -0.210 -3.852
Br 0.995 1.407 -4.950
Br 1.585 -1.691 -4.825
Br -1.042 -0.790 -3.365
H 1.322 -0.089 -2.938
C 5.022 1.903 2.044
Br 4.993 2.293 0.127
Br 3.372 0.896 2.422
Br 5.201 3.479 3.164
H 5.922 1.339 2.238
C -3.450 -4.827 0.066
C -4.723 -5.128 -0.410
C -5.008 -4.884 -1.746
C -4.097 -4.231 -2.537
C -2.771 -4.119 -2.139
C -2.459 -4.449 -0.824
N -4.449 -3.849 -3.921
O -5.607 -4.107 -4.261
O -3.661 -3.203 -4.605
H -3.188 -4.994 1.104
H -5.499 -5.569 0.198
H -5.997 -5.173 -2.074
H -1.997 -3.794 -2.817
H -1.427 -4.438 -0.496
C -6.781 3.988 3.650
C -5.988 2.969 4.133
C -4.811 2.566 3.494
C -4.404 3.350 2.417
C -5.212 4.330 1.866
C -6.419 4.640 2.473
N -3.038 3.151 1.947
O -2.286 2.502 2.647
O -2.769 3.481 0.804
H -7.821 4.087 3.942
H -6.362 2.313 4.911
H -4.251 1.785 3.982
H -4.920 4.917 1.006
H -7.003 5.419 2.002
C 6.074 -1.423 1.381
C 5.929 -2.787 1.546
C 7.017 -3.652 1.413
C 8.285 -3.104 1.350
C 8.424 -1.739 1.291
C 7.338 -0.868 1.186
N 9.462 -3.987 1.402
O 9.299 -5.180 1.282
O 10.544 -3.447 1.522
H 5.220 -0.756 1.413
H 5.012 -3.322 1.747
H 6.860 -4.720 1.458
H 9.391 -1.248 1.272
H 7.577 0.171 1.018
C -0.154 2.053 -0.179
C 1.198 1.810 -0.416
C 1.712 0.519 -0.391
C 0.847 -0.541 -0.158
C -0.491 -0.253 0.063
C -1.037 1.010 0.115
N 1.424 -1.881 -0.084
O 0.707 -2.811 -0.340
O 2.577 -1.980 0.238
H -0.464 3.085 -0.101
H 1.887 2.619 -0.621
H 2.769 0.332 -0.527
H -1.099 -1.068 0.457
H -2.019 1.294 0.447
C -4.126 4.928 -4.557
C -4.462 5.706 -3.468
C -3.549 5.811 -2.432
C -2.390 5.082 -2.382
C -2.195 4.071 -3.331
C -2.955 4.154 -4.498
N -1.395 5.418 -1.369
O -1.701 6.023 -0.367
O -0.263 5.000 -1.580
H -4.648 5.072 -5.493
H -5.347 6.321 -3.569
H -3.584 6.558 -1.640
H -1.253 3.579 -3.530
H -2.508 3.795 -5.415
C 0.525 4.052 3.102
C 0.348 3.240 4.199
C 1.211 3.397 5.297
C 2.181 4.366 5.224
C 2.326 5.230 4.148
C 1.489 5.049 3.056
N 3.103 4.531 6.346
O 3.993 5.354 6.256
O 2.920 3.878 7.352
H -0.141 3.844 2.269
H -0.338 2.410 4.215
H 1.107 2.742 6.147
H 3.108 5.968 4.070
H 1.636 5.759 2.254
C -6.806 3.171 -1.276
C -7.562 2.108 -0.745
C -6.962 0.907 -0.455
C -5.628 0.706 -0.805
C -4.830 1.753 -1.224
C -5.451 2.996 -1.387
N -4.972 -0.593 -0.657
O -5.677 -1.563 -0.610
O -3.773 -0.615 -0.697
H -7.278 4.134 -1.415
H -8.593 2.227 -0.439
H -7.628 0.148 -0.067
H -3.756 1.727 -1.319
H -4.817 3.844 -1.608
C -1.468 -0.666 3.979
C -2.599 -0.506 4.774
C -2.539 -0.050 6.078
C -1.305 0.392 6.551
C -0.160 0.283 5.765
C -0.266 -0.200 4.477
N -1.148 0.746 7.977
O -0.060 1.165 8.300
O -2.085 0.557 8.707
H -1.511 -1.128 3.004
H -3.546 -0.928 4.451
H -3.369 -0.173 6.760
H 0.732 0.650 6.249
H 0.603 -0.319 3.842
C -0.371 -6.028 -6.846
C -0.798 -5.564 -5.621
C 0.127 -5.435 -4.577
C 1.477 -5.417 -4.898
C 1.929 -5.689 -6.173
C 0.987 -6.052 -7.127
N 2.405 -5.173 -3.811
O 2.120 -4.594 -2.798
O 3.509 -5.634 -3.975
H -1.088 -6.254 -7.626
H -1.828 -5.474 -5.301
H -0.230 -5.065 -3.630
H 2.940 -5.810 -6.534
H 1.322 -6.399 -8.095
C 7.505 -4.230 -2.346
C 6.128 -4.307 -2.192
C 5.402 -3.137 -2.253
C 6.014 -1.906 -2.499
C 7.402 -1.840 -2.578
C 8.139 -3.020 -2.559
N 5.218 -0.707 -2.592
O 4.018 -0.774 -2.663
O 5.838 0.323 -2.769
H 8.178 -5.055 -2.136
H 5.555 -5.218 -2.153
H 4.324 -3.150 -2.147
H 7.908 -0.887 -2.563
H 9.209 -3.014 -2.711
```

The total energy is -19889.2405 a.u. The calculation puts the orbital gap at 8.36 eV. As for the energy relative to the best compared isomer or geometry (same formula, charge and spin): 0.72 kcal per mole. As for the max |F|: 2.76 eV Å⁻¹. The calculation puts the LUMO energy at -1.22 eV.

No. 2
ORCA calculation (wB97M-V/def2-TZVPD) on C62H53BrN5OP2SScSe as an isolated structure in a non-equilibrium geometry.

XYZ file:
```
127
Properties=species:S:1:pos:R:3
Sc -0.275 0.032 -0.141
C -0.993 -4.675 -3.049
C -0.111 -4.094 -1.993
C 0.566 -4.904 -1.076
C 1.301 -4.307 -0.056
C 1.288 -2.935 0.012
Br 2.235 -2.035 1.402
N 0.669 -2.125 -0.841
C 0.010 -2.721 -1.855
H -0.768 -5.725 -3.217
H -0.906 -4.128 -3.984
H -2.031 -4.594 -2.722
H 0.521 -5.981 -1.152
H 1.842 -4.896 0.668
H -0.450 -2.042 -2.570
N -0.180 2.699 1.682
N -0.859 3.856 1.281
C -1.582 3.864 0.123
N -1.911 5.085 -0.360
S -2.012 2.494 -0.687
H -0.301 2.570 2.686
H 0.817 2.746 1.463
H -0.516 4.751 1.622
H -1.848 5.900 0.230
H -2.599 5.094 -1.095
C 5.038 1.051 5.370
C 3.930 1.829 4.637
C 3.868 3.273 5.170
C 2.608 1.126 4.872
C 2.222 0.782 6.164
C 1.069 0.061 6.407
C 0.247 -0.293 5.355
C 0.563 0.098 4.057
P -0.600 -0.229 2.679
C -2.031 0.817 3.184
C -2.291 1.295 4.466
C -3.442 2.028 4.707
C -4.334 2.305 3.683
C -4.077 1.847 2.403
C -2.931 1.113 2.164
C -1.215 -1.879 3.193
C -2.565 -2.206 3.102
C -2.987 -3.489 3.404
C -2.076 -4.454 3.803
C -0.735 -4.128 3.909
C -0.304 -2.851 3.602
C 1.762 0.784 3.820
O 2.040 1.079 2.511
C 3.317 1.474 2.190
C 3.645 1.475 0.827
C 4.909 1.897 0.441
C 5.832 2.302 1.383
C 5.500 2.276 2.723
C 4.247 1.857 3.153
P 2.373 0.952 -0.410
C 2.561 2.389 -1.531
C 1.670 3.445 -1.371
C 1.868 4.645 -2.028
C 2.968 4.803 -2.854
C 3.819 3.734 -3.080
C 3.613 2.531 -2.432
C 3.314 -0.297 -1.352
C 2.871 -0.601 -2.639
C 3.493 -1.596 -3.370
C 4.549 -2.307 -2.823
C 4.996 -2.005 -1.547
C 4.387 -1.002 -0.814
H 4.857 1.025 6.440
H 6.010 1.507 5.213
H 5.073 0.029 5.002
H 3.617 3.281 6.228
H 3.115 3.850 4.635
H 4.829 3.765 5.039
H 2.846 1.068 6.996
H 0.814 -0.225 7.416
H -0.639 -0.886 5.534
H -1.611 1.105 5.282
H -3.650 2.372 5.710
H -5.226 2.877 3.888
H -4.767 2.036 1.594
H -2.736 0.762 1.158
H -3.293 -1.468 2.791
H -4.035 -3.736 3.324
H -2.408 -5.456 4.033
H -0.018 -4.868 4.236
H 0.746 -2.613 3.693
H 5.168 1.901 -0.606
H 6.811 2.635 1.075
H 6.234 2.587 3.450
H 0.803 3.305 -0.740
H 1.172 5.464 -1.908
H 3.141 5.750 -3.341
H 4.644 3.843 -3.770
H 4.268 1.698 -2.640
H 2.026 -0.059 -3.055
H 3.152 -1.815 -4.373
H 5.019 -3.100 -3.386
H 5.825 -2.549 -1.117
H 4.746 -0.783 0.183
Se -2.423 -1.737 -0.276
C -4.010 -1.093 0.240
N -5.017 -0.692 0.629
C -0.052 0.568 -2.198
C -0.570 1.115 -3.175
C -1.249 1.795 -4.178
C -2.551 1.332 -4.558
C -3.190 0.324 -3.809
C -4.446 -0.127 -4.139
C -5.109 0.391 -5.243
C -4.483 1.357 -6.019
C -3.226 1.821 -5.690
C -0.661 3.039 -4.626
C 0.717 3.133 -4.867
C 1.282 4.325 -5.269
C 0.513 5.475 -5.363
C -0.842 5.409 -5.069
C -1.428 4.206 -4.733
H -2.683 -0.081 -2.941
H -4.918 -0.886 -3.530
H -6.101 0.046 -5.497
H -4.985 1.745 -6.897
H -2.742 2.553 -6.323
H 1.335 2.253 -4.753
H 2.335 4.365 -5.514
H 0.967 6.417 -5.647
H -1.444 6.309 -5.101
H -2.483 4.164 -4.496
```

The total energy is -9560.4937 a.u. The calculation puts the orbital gap (alpha / beta) at 4.51 / 4.45 eV. As for the energy relative to the best compared isomer or geometry (same formula, charge and spin): 2.03 kcal per mole. As for the max |F|: 2.95 eV Å⁻¹. The calculation puts the LUMO energy (alpha / beta) at -0.12 / -0.14 eV.